No. 1
DFT (ωB97M-V/def2-TZVPD) results for one molecule with the formula C15H10N6S at a distorted geometry.

The geometry in ORCA input format:
```
! wB97M-V def2-TZVPD RIJCOSX def2/J DEFGRID3
* xyz 0 1
N -2.14018 2.32047 -1.60534
C 0.92587 -1.42863 5.33769
H -0.77859 -0.20808 -5.06032
H -1.64260 -0.17379 -2.68919
C 0.25170 -0.77591 4.28580
C 2.22864 -2.57498 3.83230
C 0.08507 -0.32044 1.77373
C 2.09283 0.35129 -3.35106
C 1.24248 0.09391 -4.40839
C 1.67284 -1.91329 2.73088
H 0.61218 -1.20987 6.31985
C 0.65430 -0.97764 2.95019
C -0.60586 0.02407 -2.87481
H 3.14209 0.54857 -3.53826
N 0.59764 -0.36289 0.56362
C 1.64036 0.39733 -2.01803
N -4.31304 2.39821 -0.95247
H -0.56216 -0.09302 4.52700
N -3.37368 2.83071 -1.83567
N -3.68013 1.63000 -0.18606
C -2.35914 1.57041 -0.58268
S -1.46380 0.47913 1.86319
H 1.65695 0.05178 -5.39930
H 1.98939 -2.10804 1.70141
N 1.85524 -2.37446 5.10842
C -0.13154 -0.04971 -4.19476
C 0.27347 0.21578 -1.75838
H 2.33524 0.54129 -1.21393
C -1.37642 0.77426 0.12355
H 3.00047 -3.29548 3.60264
C -0.23139 0.23298 -0.38976
H -3.59827 3.40602 -2.66188
*
```

E_HOMO: -8.56 eV
Kohn-Sham gap: 8.073 eV
SMILES: c1ccc(-c2nc(-c3ccncc3)sc2-c2nn[nH]n2)cc1
energy relative to the best compared isomer or geometry (same formula, charge and spin): 0.0 kJ/mol

Listed below, in e, are the Löwdin charges computed for each atom:
1 N 0.147
2 C -0.123
3 H 0.104
4 H 0.099
5 C -0.025
6 C -0.131
7 C -0.515
8 C -0.082
9 C -0.101
10 C -0.011
11 H 0.089
12 C -0.224
13 C -0.031
14 H 0.100
15 N 0.113
16 C -0.015
17 N 0.026
18 H 0.095
19 N -0.031
20 N 0.043
21 C -0.404
22 S 1.116
23 H 0.096
24 H 0.115
25 N 0.058
26 C -0.071
27 C -0.162
28 H 0.104
29 C -0.381
30 H 0.101
31 C -0.260
32 H 0.163

No. 2
DFT (ωB97M-V/def2-TZVPD) results for a 3-piece molecular cluster, C17H42BrN8O7P2 overall at a distorted geometry.

The geometry in ORCA input format:
```
! wB97M-V def2-TZVPD RIJCOSX def2/J DEFGRID3
* xyz -1 1
H -3.94926 2.89103 -2.23337
C -6.86556 -1.23130 0.22674
H 1.69129 -1.00016 -5.72496
O 2.17064 -4.31869 -5.79207
O 1.61652 0.08129 -2.21150
H -2.75461 2.60769 -0.11681
H 4.73326 3.24033 2.58936
C 1.97103 2.82525 1.88799
H -0.33191 -3.03650 -1.87530
H 4.45859 1.94963 5.04834
H 0.53324 1.65768 0.11523
C 1.77414 -3.18971 -6.15539
H 1.29938 3.37659 1.22344
C 2.37618 -1.88456 -5.43800
H 4.21281 -1.48558 3.91614
H -3.67378 -1.14456 2.86132
H -3.22764 -2.79875 -0.15510
H -3.09734 -2.82631 1.58240
H -3.76186 1.92239 1.15411
N -6.08451 -0.02461 -0.05690
C 4.81296 1.57466 0.03071
N -4.25745 1.31978 -0.83023
C 3.54661 1.59154 4.55073
H 3.18908 -2.54667 -3.47362
O 3.14673 -4.95602 -2.47064
H 5.67888 -0.49108 3.83312
C 2.25209 -1.98097 -3.80950
C 5.39166 2.45867 2.20689
C -6.59503 1.13296 0.64717
O 1.27137 -4.41566 -1.80007
H 2.86976 1.21361 5.32327
H 0.15932 -2.23219 -3.95069
H 3.09529 2.48151 4.12242
H -6.65855 -1.61612 1.23009
N 2.63568 -4.30786 -1.59668
H 6.12781 2.96638 1.57489
N 3.88260 0.57618 3.58752
H -7.94128 -1.04811 0.14013
H -6.62924 2.00944 -0.00580
H 2.85066 3.46480 1.94979
C 2.29802 -0.44630 -3.29415
H -4.41868 3.16131 0.14043
P -4.47986 -0.35584 -0.71964
Br 0.42582 -2.91484 -7.60602
C 0.79567 -3.04664 -2.12470
H 3.45566 -1.71846 -5.76116
H -2.02209 -1.76736 0.65913
O 2.25179 -0.62845 2.35716
H -2.97619 0.24686 2.05298
H 4.51218 0.65672 -0.48065
H 0.27324 0.78421 1.63178
H 1.17415 0.04790 0.27838
H -6.62806 -2.01713 -0.49536
C -3.84667 -0.41718 2.06266
H -4.72998 0.12464 2.39769
C -3.76768 2.27635 0.12753
C 1.00121 0.97058 0.83156
H -6.02872 1.39140 1.54305
C -3.04344 -2.16100 0.71027
N 4.70174 1.41119 1.48507
C -4.40619 1.90152 -2.15690
N 0.97683 -2.69998 -3.54348
H 4.65672 -0.46446 5.27557
C 4.64021 -0.51413 4.18368
P 3.38104 0.34953 1.97900
H -3.93449 1.27416 -2.91926
N -4.04502 -1.08190 0.78972
N 2.26752 1.51337 1.35186
O -3.10012 -0.66010 -1.32180
H -7.62857 0.98162 0.97641
O 3.01975 0.34837 -4.01610
H 5.96682 2.05038 3.04306
H -5.46840 2.00406 -2.40958
H 1.31221 -2.34316 -1.38789
H 1.47158 2.77291 2.86211
H 4.17827 2.38861 -0.33058
H 5.84414 1.77524 -0.27702
*
```

E_HOMO: -4.70 eV
Kohn-Sham gap: 5.495 eV

Listed below, in e, are the Löwdin charges computed for each atom:
1 H 0.082
2 C -0.154
3 H 0.110
4 O -0.022
5 O -0.184
6 H 0.087
7 H 0.059
8 C -0.143
9 H 0.142
10 H 0.077
11 H 0.080
12 C -0.718
13 H 0.080
14 C -0.130
15 H 0.068
16 H 0.080
17 H 0.067
18 H 0.078
19 H 0.049
20 N -0.313
21 C -0.132
22 N -0.362
23 C -0.144
24 H 0.142
25 O 0.022
26 H 0.069
27 C -0.232
28 C -0.128
29 C -0.125
30 O -0.142
31 H 0.081
32 H 0.129
33 H 0.047
34 H 0.075
35 N -0.038
36 H 0.082
37 N -0.367
38 H 0.071
39 H 0.079
40 H 0.058
41 C -0.523
42 H 0.079
43 P 0.754
44 Br 0.567
45 C -0.194
46 H 0.130
47 H 0.084
48 O -0.299
49 H 0.079
50 H 0.077
51 H 0.071
52 H 0.050
53 H 0.070
54 C -0.136
55 H 0.059
56 C -0.132
57 C -0.152
58 H 0.062
59 C -0.147
60 N -0.309
61 C -0.127
62 N -0.009
63 H 0.075
64 C -0.137
65 P 0.772
66 H 0.072
67 N -0.311
68 N -0.295
69 O -0.274
70 H 0.082
71 O -0.119
72 H 0.076
73 H 0.069
74 H 0.123
75 H 0.074
76 H 0.084
77 H 0.073

No. 3
DFT (ωB97M-V/def2-TZVPD) results for a 2-piece molecular cluster, C5H13NOSi overall at a distorted geometry.

The geometry in ORCA input format:
```
! wB97M-V def2-TZVPD RIJCOSX def2/J DEFGRID3
* xyz 0 1
C 0.05120 0.51130 -3.28297
C -1.93899 -0.41552 1.45535
H 2.00632 -1.41936 0.99756
H -0.18166 -1.37187 -1.53681
C 0.20575 0.88680 -1.82854
C 1.01326 -1.74922 1.32790
H -2.44152 -1.29569 1.02817
N -0.25926 -0.07236 -0.95818
H 0.72320 2.13132 0.99303
H -0.22823 1.47203 -3.89368
C 0.71320 1.32088 1.63940
Si -0.17969 -0.16380 0.92025
H -1.87945 -0.57714 2.53193
O 0.58526 1.96961 -1.49861
H 0.96967 0.16002 -3.56221
H 1.24882 -1.72929 2.40725
H 1.76489 1.05752 1.90595
H 0.66314 -2.69951 0.93814
H -2.45136 0.43392 1.34244
H 0.28026 1.71655 2.52732
H -0.66483 -0.16618 -3.45371
*
```

E_HOMO: -9.52 eV
Kohn-Sham gap: 9.866 eV
energy relative to the best compared isomer or geometry (same formula, charge and spin): 210.0 kJ/mol

Listed below, in e, are the Löwdin charges computed for each atom:
1 C -0.028
2 C -0.177
3 H 0.011
4 H 0.270
5 C -0.669
6 C -0.182
7 H 0.047
8 N -0.033
9 H -0.013
10 H 0.133
11 C -0.163
12 Si 0.588
13 H 0.036
14 O 0.052
15 H 0.048
16 H 0.017
17 H 0.053
18 H 0.005
19 H -0.025
20 H 0.018
21 H 0.014